(1)
C55H49N2P2S2SiV | the ωB97M-V functional and the def2-TZVPD basis

- LUMO level (alpha / beta) (eV) = -6.945 / -6.933
- ⟨S²⟩ = 2.05
- energy (a.u.) = -4946.954568
- energy above the lowest of the compared OMol25 structures with the same formula, charge and spin (eV) = 0.267
- F_max (eV Å⁻¹) = 1.756
- net charge = +2
- spin multiplicity = 3

Element x y z (Å)
1 V 0.396 -0.042 -0.056
2 C -0.072 3.159 1.916
3 Si 0.120 2.531 0.140
4 C 1.662 3.327 -0.630
5 C 1.853 4.708 -0.711
6 C 2.972 5.232 -1.338
7 C 3.923 4.389 -1.903
8 C 3.766 3.017 -1.816
9 C 2.645 2.498 -1.169
10 P 2.413 0.716 -0.979
11 C 2.597 0.074 -2.670
12 C 3.715 -0.599 -3.152
13 C 3.764 -0.973 -4.488
14 C 2.708 -0.679 -5.338
15 C 1.597 0.004 -4.861
16 C 1.539 0.378 -3.530
17 C 3.867 0.119 -0.069
18 C 4.204 -1.232 -0.168
19 C 5.353 -1.710 0.440
20 C 6.138 -0.854 1.202
21 C 5.776 0.479 1.349
22 C 4.648 0.973 0.708
23 C -1.446 3.012 -0.804
24 C -1.842 4.338 -0.986
25 C -3.073 4.639 -1.545
26 C -3.941 3.618 -1.912
27 C -3.566 2.297 -1.746
28 C -2.313 1.997 -1.209
29 P -1.754 0.278 -1.029
30 C -3.159 -0.544 -0.213
31 C -3.239 -0.517 1.179
32 C -4.352 -1.035 1.821
33 C -5.391 -1.578 1.079
34 C -5.316 -1.605 -0.306
35 C -4.203 -1.092 -0.955
36 C -1.775 -0.390 -2.724
37 C -1.644 -1.771 -2.889
38 C -1.662 -2.330 -4.156
39 C -1.813 -1.514 -5.269
40 C -1.945 -0.142 -5.112
41 C -1.916 0.425 -3.845
42 H -0.279 4.232 1.913
43 H 0.832 2.992 2.504
44 H -0.908 2.665 2.416
45 H 1.120 5.378 -0.277
46 H 3.104 6.305 -1.392
47 H 4.787 4.804 -2.405
48 H 4.506 2.349 -2.244
49 H 4.553 -0.815 -2.503
50 H 4.638 -1.486 -4.867
51 H 2.756 -0.971 -6.378
52 H 0.782 0.254 -5.526
53 H 0.690 0.940 -3.156
54 H 3.603 -1.894 -0.781
55 H 5.638 -2.748 0.304
56 H 7.038 -1.225 1.675
57 H 6.392 1.143 1.940
58 H 4.391 2.022 0.782
59 H -1.188 5.148 -0.682
60 H -3.367 5.672 -1.683
61 H -4.912 3.855 -2.327
62 H -4.245 1.502 -2.029
63 H -2.435 -0.077 1.754
64 H -4.412 -1.013 2.901
65 H -6.261 -1.981 1.580
66 H -6.128 -2.024 -0.885
67 H -4.148 -1.129 -2.036
68 H -1.575 -2.413 -2.020
69 H -1.574 -3.402 -4.275
70 H -1.835 -1.950 -6.259
71 H -2.078 0.492 -5.978
72 H -2.017 1.496 -3.733
73 S 0.297 -0.093 2.163
74 C 1.233 -1.511 2.372
75 N 2.039 -1.642 3.413
76 C 2.914 -2.807 3.494
77 C 2.161 -4.019 3.021
78 N 1.638 -3.786 1.674
79 C 1.564 -4.945 0.772
80 C 2.906 -5.256 0.146
81 C 3.225 -4.731 -1.103
82 C 4.460 -4.986 -1.678
83 C 5.395 -5.762 -1.007
84 C 5.078 -6.305 0.230
85 C 3.837 -6.062 0.799
86 C 1.121 -2.603 1.385
87 S 0.218 -2.353 -0.037
88 C 2.180 -0.645 4.478
89 C 1.853 -1.243 5.826
90 C 0.550 -1.645 6.108
91 C 0.237 -2.173 7.349
92 C 1.223 -2.302 8.319
93 C 2.523 -1.908 8.040
94 C 2.839 -1.384 6.794
95 H 3.226 -2.939 4.528
96 H 3.793 -2.638 2.872
97 H 1.323 -4.227 3.695
98 H 2.817 -4.883 3.003
99 H 0.838 -4.728 -0.004
100 H 1.203 -5.797 1.352
101 H 2.490 -4.136 -1.637
102 H 4.691 -4.594 -2.660
103 H 6.356 -5.968 -1.458
104 H 5.789 -6.933 0.752
105 H 3.584 -6.547 1.735
106 H 1.516 0.186 4.268
107 H 3.211 -0.281 4.469
108 H -0.225 -1.531 5.356
109 H -0.780 -2.474 7.567
110 H 0.975 -2.700 9.293
111 H 3.293 -2.002 8.794
112 H 3.856 -1.071 6.584

(2)
C55H50As2I2N3PSTl | the ωB97M-V functional and the def2-TZVPD basis

- LUMO level (eV) = -2.466
- energy (a.u.) = -8268.880616
- energy above the lowest of the compared OMol25 structures with the same formula, charge and spin (eV) = 1.324
- F_max (eV Å⁻¹) = 0.225
- net charge = +1

Element x y z (Å)
1 Tl 0.860 0.126 -1.709
2 C -0.372 3.298 -3.423
3 C 0.950 3.363 -3.443
4 As 1.022 3.198 0.107
5 C 1.138 5.070 -0.429
6 C 2.417 5.617 -0.325
7 C 2.651 6.924 -0.717
8 C 1.614 7.697 -1.221
9 C 0.344 7.154 -1.332
10 C 0.104 5.843 -0.937
11 C 1.453 3.449 1.992
12 C 2.384 2.584 2.560
13 C 2.730 2.703 3.902
14 C 2.155 3.698 4.674
15 C 1.247 4.584 4.104
16 C 0.901 4.465 2.769
17 As -1.332 2.481 -0.090
18 C -1.911 1.674 1.604
19 C -3.182 1.102 1.511
20 C -3.736 0.427 2.585
21 C -3.023 0.300 3.770
22 C -1.766 0.871 3.874
23 C -1.213 1.560 2.799
24 C -2.519 4.022 -0.002
25 C -3.333 4.275 -1.099
26 C -4.228 5.339 -1.073
27 C -4.310 6.146 0.049
28 C -3.503 5.889 1.153
29 C -2.613 4.829 1.129
30 H -0.905 2.419 -3.764
31 H -0.974 4.135 -3.091
32 H 1.479 4.250 -3.121
33 H 1.551 2.539 -3.810
34 H 3.236 5.022 0.066
35 H 3.646 7.341 -0.630
36 H 1.797 8.718 -1.525
37 H -0.470 7.751 -1.723
38 H -0.894 5.442 -1.029
39 H 2.850 1.811 1.954
40 H 3.457 2.027 4.334
41 H 2.424 3.798 5.717
42 H 0.811 5.371 4.704
43 H 0.203 5.164 2.326
44 H -3.748 1.186 0.588
45 H -4.725 -0.003 2.496
46 H -3.452 -0.230 4.608
47 H -1.211 0.796 4.800
48 H -0.246 2.026 2.923
49 H -3.268 3.646 -1.980
50 H -4.860 5.532 -1.928
51 H -5.006 6.972 0.070
52 H -3.573 6.515 2.032
53 H -1.997 4.622 1.995
54 N 0.918 -0.221 1.074
55 C 1.404 -1.318 1.852
56 C 1.582 -1.155 3.223
57 C 2.012 -2.212 4.005
58 C 2.250 -3.453 3.428
59 C 2.094 -3.608 2.063
60 C 1.697 -2.545 1.251
61 P 1.697 -2.672 -0.572
62 C 3.472 -2.887 -0.944
63 C 4.479 -2.581 -0.036
64 C 5.813 -2.647 -0.416
65 C 6.153 -3.016 -1.708
66 C 5.152 -3.320 -2.623
67 C 3.822 -3.251 -2.245
68 C 0.981 -4.305 -0.950
69 C 1.678 -5.503 -0.794
70 C 1.070 -6.712 -1.091
71 C -0.239 -6.739 -1.554
72 C -0.934 -5.554 -1.734
73 C -0.323 -4.344 -1.441
74 H 0.921 0.618 1.645
75 H -0.058 -0.380 0.822
76 H 1.359 -0.195 3.675
77 H 2.142 -2.072 5.069
78 H 2.566 -4.288 4.036
79 H 2.305 -4.569 1.612
80 H 4.231 -2.287 0.976
81 H 6.586 -2.411 0.302
82 H 7.192 -3.076 -2.000
83 H 5.409 -3.613 -3.633
84 H 3.049 -3.489 -2.968
85 H 2.710 -5.491 -0.462
86 H 1.621 -7.634 -0.968
87 H -0.710 -7.683 -1.794
88 H -1.946 -5.569 -2.118
89 H -0.861 -3.419 -1.606
90 I 3.300 -0.318 -4.615
91 C 4.839 0.559 -3.463
92 I 4.300 0.968 -1.458
93 H 5.094 1.504 -3.926
94 H 5.680 -0.124 -3.444
95 S -5.379 -3.758 -0.387
96 C -3.947 -2.700 -0.403
97 C -3.735 -1.773 -1.417
98 C -2.589 -0.997 -1.378
99 N -1.671 -1.096 -0.418
100 C -1.900 -1.964 0.568
101 C -3.018 -2.777 0.623
102 C -4.718 -5.105 -1.349
103 C -4.363 -4.963 -2.683
104 C -3.862 -6.068 -3.353
105 N -3.714 -7.268 -2.796
106 C -4.081 -7.395 -1.527
107 C -4.579 -6.351 -0.758
108 H -4.452 -1.649 -2.217
109 H -2.398 -0.260 -2.152
110 H -1.153 -2.032 1.353
111 H -3.148 -3.477 1.437
112 H -4.476 -4.020 -3.200
113 H -3.569 -5.984 -4.392
114 H -3.965 -8.380 -1.090
115 H -4.843 -6.506 0.278

(3)
C55H51BN5O5RbS | the ωB97M-V functional and the def2-TZVPD basis

- LUMO level (alpha / beta) (eV) = 3.611 / 3.610
- energy (a.u.) = -3223.548763
- energy above the lowest of the compared OMol25 structures with the same formula, charge and spin (eV) = 0.000
- F_max (eV Å⁻¹) = 7.790
- net charge = -2

Element x y z (Å)
1 Rb 0.094 0.337 -0.622
2 O -1.122 2.143 -1.914
3 C -2.259 2.132 -2.637
4 C -3.052 0.793 -2.229
5 C -3.755 0.834 -0.898
6 C -5.146 1.182 -0.886
7 C -5.827 1.079 0.343
8 C -5.122 0.658 1.464
9 C -3.764 0.352 1.372
10 C -3.052 -0.287 2.538
11 C -1.789 0.434 3.131
12 O -0.651 -0.121 2.499
13 C -1.787 1.960 2.822
14 C -2.948 2.730 3.052
15 C -2.851 4.083 2.800
16 C -1.691 4.664 2.285
17 C -0.600 3.876 1.995
18 C -0.616 2.558 2.361
19 C -1.623 0.108 4.676
20 C -0.315 0.000 5.206
21 C -0.124 -0.449 6.513
22 C -1.249 -0.807 7.244
23 C -2.515 -0.459 6.871
24 C -2.730 -0.068 5.556
25 N -3.119 0.490 0.194
26 C -3.137 3.463 -2.343
27 C -4.396 3.547 -2.945
28 C -5.187 4.692 -2.701
29 C -4.769 5.649 -1.818
30 C -3.468 5.580 -1.284
31 C -2.675 4.504 -1.543
32 C -1.852 2.114 -4.179
33 C -0.893 3.147 -4.538
34 C -0.299 3.068 -5.772
35 C -0.621 2.082 -6.722
36 C -1.637 1.185 -6.341
37 C -2.315 1.216 -5.108
38 H -2.377 -0.002 -2.069
39 H -3.848 0.514 -2.989
40 H -5.636 1.440 -1.836
41 H -6.897 1.416 0.477
42 H -5.653 0.470 2.409
43 H -2.720 -1.271 2.149
44 H -3.775 -0.495 3.354
45 H -3.866 2.387 3.434
46 H -3.732 4.703 3.020
47 H -1.560 5.734 2.028
48 H 0.365 4.278 1.664
49 H 0.284 1.956 2.252
50 H 0.549 0.323 4.654
51 H 0.912 -0.654 6.954
52 H -1.069 -1.348 8.182
53 H -3.379 -0.646 7.502
54 H -3.746 0.101 5.185
55 H -4.809 2.733 -3.517
56 H -6.150 4.935 -3.266
57 H -5.424 6.395 -1.463
58 H -3.123 6.488 -0.711
59 H -1.675 4.312 -1.139
60 H -0.609 3.872 -3.779
61 H 0.424 3.855 -6.064
62 H -0.185 2.162 -7.742
63 H -2.025 0.409 -6.969
64 H -3.035 0.468 -4.956
65 O -0.658 -2.889 2.185
66 C -0.323 -4.109 2.847
67 C 1.054 -4.064 3.535
68 C 2.228 -3.478 2.726
69 C 2.863 -4.311 1.628
70 C 2.380 -5.528 1.189
71 C 3.129 -6.236 0.295
72 C 4.235 -5.626 -0.336
73 C 4.605 -4.410 0.171
74 N 3.965 -3.761 1.107
75 H -0.618 -1.096 2.648
76 H -0.419 -5.024 2.175
77 H -1.104 -4.247 3.603
78 H 1.210 -5.092 3.832
79 H 0.894 -3.449 4.481
80 H 3.034 -3.170 3.415
81 H 1.831 -2.619 2.224
82 H 1.430 -5.964 1.526
83 H 2.965 -7.295 0.062
84 H 4.758 -6.061 -1.196
85 H 5.434 -3.864 -0.296
86 S 3.256 2.165 0.475
87 C 4.493 1.140 0.845
88 N 4.350 0.183 1.901
89 C 5.287 -0.638 2.312
90 C 6.481 -0.721 1.660
91 C 6.771 0.177 0.644
92 C 5.769 1.099 0.171
93 H 3.420 0.258 2.316
94 H 5.086 -1.136 3.277
95 H 7.301 -1.385 1.992
96 H 7.749 0.148 0.221
97 H 6.080 2.084 -0.205
98 N -0.746 -3.361 -0.720
99 C -0.828 -4.405 -1.592
100 C -0.745 -3.923 -2.952
101 C -0.602 -2.583 -2.800
102 N -0.673 -2.246 -1.466
103 H -0.602 -3.066 1.157
104 H -1.110 -5.376 -1.294
105 H -0.671 -4.514 -3.854
106 H -0.386 -1.802 -3.546
107 O 4.520 -0.475 -1.481
108 B 5.418 0.508 -1.233
109 O 5.910 1.138 -2.401
110 C 5.411 0.339 -3.456
111 C 5.372 0.669 -4.817
112 C 4.490 -0.049 -5.625
113 C 3.606 -1.007 -5.083
114 C 3.649 -1.360 -3.710
115 C 4.543 -0.658 -2.905
116 H 5.869 1.573 -5.168
117 H 4.496 0.064 -6.686
118 H 2.785 -1.421 -5.678
119 H 2.984 -2.131 -3.327

(4)
C55H51N3NiOP2Te | the ωB97M-V functional and the def2-TZVPD basis

- LUMO level (alpha / beta) (eV) = -2.307 / -3.263
- ⟨S²⟩ = 3.78
- energy (a.u.) = -4824.700458
- F_max (eV Å⁻¹) = 2.586
- net charge = +1
- spin multiplicity = 4

Element x y z (Å)
1 Ni 0.833 0.262 -1.340
2 C 4.470 2.158 -0.876
3 N 3.063 2.344 -0.418
4 P 2.299 1.098 0.547
5 C 1.219 2.129 1.587
6 C 1.642 2.949 2.669
7 C 0.682 3.642 3.407
8 C -0.649 3.616 3.054
9 C -1.045 2.844 1.993
10 C -0.118 2.119 1.256
11 C 3.512 0.361 1.668
12 C 4.535 1.037 2.323
13 C 5.235 0.471 3.348
14 C 4.894 -0.874 3.733
15 C 3.805 -1.514 3.172
16 C 3.172 -0.917 2.111
17 P 1.813 2.475 -1.620
18 C 0.633 3.830 -1.273
19 C 0.638 4.934 -0.414
20 C -0.414 5.821 -0.412
21 C -1.497 5.635 -1.262
22 C -1.509 4.555 -2.119
23 C -0.479 3.617 -2.075
24 C 2.623 3.038 -3.109
25 C 2.888 2.070 -4.077
26 C 3.430 2.449 -5.276
27 C 3.728 3.791 -5.534
28 C 3.384 4.761 -4.627
29 C 2.832 4.393 -3.386
30 H 5.158 2.331 -0.063
31 H 4.687 2.856 -1.676
32 H 4.633 1.148 -1.250
33 H 2.704 3.036 2.932
34 H 0.960 4.250 4.238
35 H -1.307 4.255 3.656
36 H -2.092 2.839 1.717
37 H -0.470 1.607 0.362
38 H 4.743 2.107 2.102
39 H 6.003 0.989 3.924
40 H 5.403 -1.287 4.591
41 H 3.455 -2.471 3.561
42 H 2.392 -1.416 1.538
43 H 1.514 5.110 0.209
44 H -0.391 6.699 0.224
45 H -2.289 6.399 -1.310
46 H -2.298 4.349 -2.777
47 H -0.576 2.791 -2.752
48 H 2.662 1.043 -3.838
49 H 3.600 1.635 -5.976
50 H 4.120 4.043 -6.491
51 H 3.535 5.816 -4.837
52 H 2.613 5.139 -2.643
53 C -4.299 -0.845 7.325
54 C -3.713 -0.865 5.925
55 C -2.391 -1.214 5.770
56 C -1.810 -1.356 4.524
57 C -0.399 -1.888 4.442
58 C -2.583 -1.026 3.433
59 Te -1.555 -0.982 1.562
60 N -0.828 -0.472 -1.270
61 C -2.099 -0.375 -1.467
62 O -2.977 -0.445 -0.499
63 C -2.681 -0.121 -2.811
64 C -3.749 0.770 -2.808
65 C -4.464 0.917 -3.990
66 C -4.092 0.327 -5.182
67 C -3.048 -0.596 -5.127
68 C -2.377 -0.873 -3.973
69 C -1.999 -3.039 1.069
70 C -3.326 -3.410 1.248
71 C -3.681 -4.748 1.245
72 C -2.667 -5.700 1.037
73 C -1.365 -5.295 0.782
74 C -0.987 -3.950 0.784
75 C 0.436 -3.624 0.507
76 C -3.917 -0.658 3.543
77 C -4.799 -0.311 2.366
78 C -4.443 -0.540 4.819
79 H -3.630 -0.329 8.001
80 H -4.369 -1.825 7.721
81 H -5.310 -0.401 7.417
82 H -1.891 -1.409 6.740
83 H -0.078 -2.261 5.404
84 H 0.285 -1.104 4.120
85 H -0.321 -2.675 3.672
86 H -4.075 1.274 -1.920
87 H -5.351 1.516 -3.918
88 H -4.627 0.430 -6.112
89 H -2.717 -1.177 -5.984
90 H -1.561 -1.593 -3.861
91 H -4.025 -2.598 1.373
92 H -4.681 -5.076 1.485
93 H -2.878 -6.775 1.049
94 H -0.635 -6.036 0.600
95 H 1.051 -4.421 0.865
96 H 0.801 -2.718 0.951
97 H 0.716 -3.527 -0.543
98 H -5.639 0.287 2.712
99 H -5.280 -1.154 1.857
100 H -4.234 0.213 1.599
101 H -5.466 -0.231 4.864
102 N 2.195 -0.860 -2.380
103 C 2.344 -1.905 -2.834
104 C 2.348 -3.213 -3.413
105 C 3.403 -4.141 -3.189
106 C 3.271 -5.433 -3.701
107 C 2.125 -5.776 -4.444
108 C 1.134 -4.855 -4.729
109 C 1.282 -3.557 -4.225
110 H 4.239 -3.921 -2.573
111 H 4.085 -6.168 -3.559
112 H 2.051 -6.779 -4.907
113 H 0.287 -5.051 -5.372
114 H 0.589 -2.793 -4.512

Question: Among the records above, which one has the lowest energy?
Answer: C55H50As2I2N3PSTl